No. 1
Here is a single C28H28N2O6 molecule from the Open Molecules 2025 dataset. Energies are from ωB97M-V with the def2-TZVPD basis set.

Results
* highest occupied orbital energy: -7.79 eV
* lowest unoccupied orbital energy: 0.5 eV
* electronic energy: -44754.6366 eV
* structure (SMILES): COc1cc([C@H]2C3=C(C[C@H](c4ccco4)CC3=O)Nc3ccccc3N2C(C)=O)cc(OC)c1OC
* energy relative to the best compared isomer or geometry (same formula, charge and spin): 95.0 kJ/mol
* multiplicity: 1
* net charge: 0

CARTESIAN COORDINATES (ANGSTROEM)
C (-1.352397, -4.188534, 1.158161)
H (-0.917330, -4.660357, 2.039894)
H (-1.278486, -4.876446, 0.311923)
H (-2.402082, -3.956161, 1.344124)
O (-0.586972, -3.022531, 0.953133)
C (-0.892493, -2.135921, -0.035865)
C (-1.947419, -2.212268, -0.946955)
C (-2.111917, -1.165332, -1.877068)
C (-1.217517, -0.109327, -1.913240)
C (-0.172650, -0.033634, -1.000781)
C (-0.033597, -1.034755, -0.062923)
H (0.732389, -1.018485, 0.691773)
C (0.675991, 1.220383, -0.998936)
C (0.372213, 1.981128, 0.270414)
C (1.048160, 1.854424, 1.439381)
N (2.174019, 1.112102, 1.671073)
C (2.838548, 0.149590, 0.925823)
C (3.615763, -0.774026, 1.630252)
C (4.284119, -1.791482, 0.982771)
C (4.175098, -1.922187, -0.392569)
C (3.428531, -1.005108, -1.104820)
C (2.787198, 0.054853, -0.471175)
N (2.095940, 1.005883, -1.236501)
C (2.698743, 1.748559, -2.213289)
O (2.068156, 2.473268, -2.953869)
C (4.209315, 1.664728, -2.286275)
H (4.570419, 2.596479, -2.715143)
H (4.509828, 0.854633, -2.946198)
H (4.655279, 1.507571, -1.308236)
H (3.329956, -1.095854, -2.175385)
H (4.668281, -2.733443, -0.904459)
H (4.875539, -2.491304, 1.552643)
H (3.681689, -0.687842, 2.706385)
H (2.454689, 1.098767, 2.643711)
C (0.569830, 2.569146, 2.677471)
H (0.856062, 2.005115, 3.568242)
C (-0.953603, 2.714721, 2.631340)
C (-1.590952, 1.358221, 2.546575)
C (-2.561858, 0.853055, 1.734890)
C (-2.722409, -0.506239, 2.102426)
C (-1.836822, -0.728284, 3.105930)
O (-1.145508, 0.393086, 3.385032)
H (-1.601275, -1.601830, 3.679907)
H (-3.400132, -1.209777, 1.665512)
H (-3.095575, 1.366483, 0.963225)
C (-1.290523, 3.538812, 1.398270)
C (-0.822022, 2.815780, 0.148447)
O (-1.432450, 2.931526, -0.897449)
H (-2.360356, 3.728372, 1.310761)
H (-0.782515, 4.505797, 1.446808)
H (-1.295829, 3.224874, 3.540676)
H (1.028697, 3.560888, 2.740605)
H (0.341446, 1.854730, -1.829855)
H (-1.343345, 0.692161, -2.620582)
O (-3.195111, -1.263830, -2.701218)
C (-3.489146, -0.178030, -3.549604)
H (-4.437500, -0.427999, -4.023629)
H (-2.721844, -0.050751, -4.319593)
H (-3.596046, 0.752483, -2.985600)
O (-2.862782, -3.250983, -0.891523)
C (-2.949447, -4.059409, -2.047948)
H (-3.649420, -4.855406, -1.797858)
H (-1.974478, -4.494777, -2.297668)
H (-3.323287, -3.499071, -2.906513)

Cartesian forces (eV/Å) of the 6 atoms listed first:
C -0.16 -0.29 0.18
H -0.03 0.00 -0.06
H -0.04 0.03 0.03
H 0.08 -0.07 0.00
O 0.02 0.22 -0.18
C 0.10 0.13 -0.10

---

No. 2
Here is 2 unconnected molecules or ions with the total composition C9H14O in a non-equilibrium geometry from the Open Molecules 2025 dataset. Energies are from ωB97M-V with the def2-TZVPD basis set.

Results
* highest occupied orbital energy: -8.75 eV
* lowest unoccupied orbital energy: 0.9 eV
* electronic energy: -11605.9648 eV
* structure (SMILES): Cc1ccc(O)cc1.CC
* energy relative to the best compared isomer or geometry (same formula, charge and spin): 161.3 kJ/mol
* multiplicity: 1
* net charge: 0

CARTESIAN COORDINATES (ANGSTROEM)
C (-0.865532, -1.896618, -2.430532)
C (0.655823, -1.684415, -2.623826)
H (-1.621499, -1.284369, -2.908273)
H (-1.078585, -2.955484, -2.611298)
H (-1.002489, -1.511229, -1.410282)
H (0.974328, -2.643089, -2.190709)
H (1.015736, -0.977874, -1.855684)
H (1.045263, -1.513644, -3.599424)
C (-1.032659, -2.026950, 1.446787)
C (0.766408, -0.491643, 0.922685)
C (-0.655847, -0.583773, 1.139379)
C (1.457093, 0.717043, 0.667736)
C (0.590104, 1.803937, 0.461908)
C (-1.397955, 0.529412, 0.921538)
C (-0.753861, 1.733680, 0.647382)
O (1.232453, 2.984118, 0.121736)
H (1.443701, -1.334314, 1.017252)
H (2.502840, 0.574500, 0.401992)
H (-0.189353, -2.633720, 1.817593)
H (-1.489673, -2.345028, 0.436913)
H (-2.433693, 0.546759, 1.201395)
H (1.639360, 3.041303, -0.745420)
H (-1.395575, 2.634281, 0.443333)
H (-1.755334, -2.011751, 2.275444)

Cartesian forces (eV/Å) of the 6 atoms listed first:
C 0.20 0.84 0.48
C -0.82 -0.68 1.98
H 0.33 0.19 -1.01
H -0.41 0.33 0.46
H -0.30 -1.11 0.14
H 0.82 0.17 -0.62

---

No. 3
Here is 4 unconnected molecules or ions with the total composition C18H47O9P2S2 in a non-equilibrium geometry from the Open Molecules 2025 dataset. Energies are from ωB97M-V with the def2-TZVPD basis set.

Results
* highest occupied orbital energy: -10.50 eV
* lowest unoccupied orbital energy: -4.7 eV
* electronic energy: -78089.5706 eV
* multiplicity: 1
* net charge: +1

CARTESIAN COORDINATES (ANGSTROEM)
S (3.594918, 1.388611, 2.734564)
P (3.004883, 2.363412, 1.164682)
P (0.977138, 3.155211, 1.541185)
S (-0.290262, 1.468736, 1.698890)
H (3.892014, 3.419714, 0.828742)
H (2.806045, 1.565309, -0.000468)
H (0.595869, 4.010161, 0.477456)
H (0.881719, 3.826029, 2.776936)
H (-0.603634, 1.261136, 0.380771)
C (-3.736373, 1.964018, 0.052726)
O (-2.884283, 2.195030, -1.055951)
C (-2.801803, 1.120685, -1.985680)
C (-3.087879, 1.527631, -3.424294)
O (-4.400289, 1.990179, -3.704818)
C (-4.814990, 3.223752, -3.130344)
C (-4.082031, 4.477964, -3.582765)
O (-2.728452, 4.530661, -3.150826)
C (-1.792787, 4.811066, -4.175433)
H (-3.159646, 1.540166, 0.883312)
H (-4.150999, 2.920832, 0.371649)
H (-4.566383, 1.298005, -0.190988)
H (-3.465313, 0.298477, -1.700852)
H (-1.773122, 0.734466, -1.957731)
H (-2.966441, 0.623207, -4.027150)
H (-2.348797, 2.236549, -3.796666)
H (-4.850382, 3.154963, -2.043017)
H (-5.850884, 3.338826, -3.457537)
H (-4.600126, 5.338761, -3.145784)
H (-4.151443, 4.565334, -4.670488)
H (-2.099048, 4.389107, -5.135724)
H (-0.841035, 4.356022, -3.894233)
H (-1.648874, 5.890342, -4.279415)
C (9.452377, -1.024738, 8.075900)
O (8.049104, -1.057803, 8.260310)
C (7.547077, -0.139202, 9.213743)
C (6.431062, 0.746661, 8.679562)
O (6.778767, 1.660813, 7.647554)
C (7.089963, 1.180641, 6.348593)
C (5.954699, 0.554436, 5.551863)
O (5.507902, -0.679605, 6.084492)
C (4.111631, -0.777289, 6.275575)
H (9.943477, -1.729070, 8.753222)
H (9.663912, -1.325349, 7.048594)
H (9.862253, -0.022834, 8.228375)
H (8.345091, 0.488086, 9.622055)
H (7.132137, -0.721187, 10.045418)
H (6.119692, 1.381149, 9.513314)
H (5.553672, 0.161240, 8.405809)
H (7.963065, 0.529395, 6.371430)
H (7.393676, 2.074441, 5.796146)
H (6.330320, 0.356026, 4.539808)
H (5.130846, 1.272192, 5.468493)
H (3.668470, 0.184499, 6.551967)
H (3.934170, -1.479423, 7.090389)
H (3.626297, -1.160512, 5.371202)
C (-5.281023, -1.470819, -3.922979)
O (-4.133615, -2.267835, -4.157759)
C (-3.939147, -3.327499, -3.238277)
C (-3.770224, -4.690208, -3.895876)
O (-4.893614, -5.204050, -4.591492)
C (-5.301874, -4.612398, -5.818774)
C (-4.364574, -4.767842, -7.006993)
O (-3.149961, -4.047598, -6.865441)
C (-1.979585, -4.803736, -7.107570)
H (-5.023916, -0.621535, -3.282741)
H (-5.628661, -1.088095, -4.883013)
H (-6.095320, -2.042766, -3.470335)
H (-4.754162, -3.375662, -2.509082)
H (-3.015499, -3.116514, -2.682855)
H (-3.603487, -5.401625, -3.082351)
H (-2.873534, -4.727031, -4.513996)
H (-5.589893, -3.571470, -5.673293)
H (-6.218707, -5.145670, -6.082083)
H (-4.880941, -4.370604, -7.888312)
H (-4.175081, -5.830769, -7.183209)
H (-2.094784, -5.846128, -6.798211)
H (-1.170263, -4.363241, -6.523122)
H (-1.709104, -4.763835, -8.166796)

Cartesian forces (eV/Å) of the 6 atoms listed first:
S -0.46 0.36 -0.47
P 1.74 -1.24 1.23
P -0.99 -0.69 -0.99
S 0.29 0.51 -0.10
H -0.70 0.06 -0.35
H -0.26 0.66 0.07

---

No. 4
Here is a molecular structure, C18H38OP2Tc in a non-equilibrium geometry from the Open Molecules 2025 dataset. Energies are from ωB97M-V with the def2-TZVPD basis set.

Results
* <S²>: 3.830
* highest occupied orbital energy (alpha / beta): -11.79 / -13.89 eV
* lowest unoccupied orbital energy (alpha / beta): -8.9 / -6.9 eV
* electronic energy: -42079.5807 eV
* energy relative to the best compared isomer or geometry (same formula, charge and spin): 15.6 kJ/mol
* multiplicity: 4
* net charge: +2

CARTESIAN COORDINATES (ANGSTROEM)
P (-0.263668, -2.070406, -1.778163)
P (0.605288, 1.268910, -2.155230)
C (-0.668316, -0.951941, -3.224842)
C (0.433490, 0.043222, -3.548723)
H (-1.613139, -0.418601, -3.045911)
H (-0.821058, -1.630770, -4.077992)
H (1.391005, -0.439437, -3.806751)
H (0.190766, 0.637295, -4.439441)
C (-0.540661, 2.505833, -3.246640)
H (-0.674072, 3.434559, -2.671423)
H (-1.514493, 2.010810, -3.402003)
H (-0.082705, 2.710302, -4.220493)
C (2.005924, 2.383679, -2.710642)
H (1.888695, 2.472916, -3.798029)
H (3.027472, 2.007258, -2.530788)
H (1.906586, 3.370528, -2.243630)
C (-1.820128, -2.960579, -1.590075)
H (-1.749537, -3.663255, -0.752697)
H (-1.965024, -3.527793, -2.521589)
H (-2.672522, -2.282937, -1.458411)
C (0.748057, -3.254030, -2.731928)
H (1.702035, -2.811271, -3.035773)
H (0.190124, -3.528483, -3.637188)
H (0.937882, -4.158617, -2.147776)
Tc (-1.208393, -1.464234, 2.938819)
C (0.169374, 2.287331, -0.241277)
C (-0.753609, 1.527402, -1.074969)
C (-1.157113, 0.171582, -0.344932)
C (0.012207, -0.743973, 0.068403)
C (1.154002, -1.077970, -1.073997)
C (1.838487, 0.219165, -1.291090)
C (2.313568, 0.907254, 0.002357)
C (1.211376, 1.804900, 0.668722)
C (-0.314165, -2.850422, 4.166087)
H (0.050449, 3.366381, -0.299446)
H (-1.680219, 2.000555, -1.427457)
H (-1.910424, -0.366329, -0.969680)
H (-1.665681, 0.451906, 0.590803)
H (0.601884, -0.285779, 0.859558)
H (-0.373446, -1.686045, 0.515351)
H (1.877445, -1.791571, -0.674087)
H (2.674072, 0.119681, -1.987970)
H (3.173179, 1.549592, -0.229882)
H (2.671328, 0.157064, 0.721302)
H (0.798802, 1.351553, 1.595312)
H (1.723105, 2.688176, 1.089910)
H (0.378730, -2.445159, 4.930268)
H (0.276277, -3.579656, 3.572559)
H (-1.049562, -3.446354, 4.747276)
C (-0.131198, 0.438390, 5.429320)
C (-1.148860, 0.401094, 4.307839)
C (-1.897324, 1.744060, 4.373509)
O (-0.538037, 0.261702, 3.048203)
H (0.627237, 1.197964, 5.201399)
H (0.364402, -0.519160, 5.589811)
H (-0.618140, 0.715382, 6.369569)
H (-1.871206, -0.516157, 4.400073)
H (-1.187680, 2.568177, 4.215430)
H (-2.693397, 1.813802, 3.631289)
H (-2.359453, 1.882485, 5.357746)

Cartesian forces (eV/Å) of the 6 atoms listed first:
P 3.49 1.03 -6.95
P 2.43 1.69 -7.34
C -0.57 -0.38 -0.17
C 0.32 0.06 -0.09
H 0.14 -0.20 -0.12
H -0.23 0.18 0.25

---

No. 5
Here is a single C3H10N2S molecule in a non-equilibrium geometry from the Open Molecules 2025 dataset. Energies are from ωB97M-V with the def2-TZVPD basis set.

Results
* highest occupied orbital energy: -7.98 eV
* lowest unoccupied orbital energy: 0.8 eV
* electronic energy: -17084.6713 eV
* structure (SMILES): CN=S(C)(C)=N
* energy relative to the best compared isomer or geometry (same formula, charge and spin): 379.5 kJ/mol
* multiplicity: 1
* net charge: 0

CARTESIAN COORDINATES (ANGSTROEM)
C (-2.306911, -0.194108, -0.050478)
C (1.295333, -1.222754, -0.417204)
C (1.241289, 1.119686, 1.147021)
N (0.140230, 1.034905, -1.421458)
N (-1.053177, -0.255739, 0.599233)
S (0.267590, 0.249767, -0.170933)
H (-2.459519, 0.591513, -0.816598)
H (-2.987220, 0.017914, 0.787563)
H (-2.640789, -1.204708, -0.355316)
H (0.616540, -2.059341, -0.411155)
H (1.913563, -1.172091, -1.297709)
H (1.956230, -1.242792, 0.423622)
H (0.739518, 2.056065, 1.420549)
H (1.051479, 0.323550, 1.986336)
H (2.333453, 1.329842, 0.859740)
H (-0.107602, 0.628285, -2.283214)

Cartesian forces (eV/Å) of the 6 atoms listed first:
C -1.55 -0.24 0.60
C 0.00 0.47 0.33
C 0.01 -1.41 0.28
N 0.73 2.27 -0.09
N 4.28 1.02 -0.28
S -2.59 -1.72 1.99

---

No. 6
Here is a single C3H3OPS molecule in a non-equilibrium geometry from the Open Molecules 2025 dataset. Energies are from ωB97M-V with the def2-TZVPD basis set.

Results
* highest occupied orbital energy: -8.87 eV
* lowest unoccupied orbital energy: -0.1 eV
* electronic energy: -25329.3297 eV
* structure (SMILES): C=CP1SC1=O
* energy relative to the best compared isomer or geometry (same formula, charge and spin): 7.1 kJ/mol
* multiplicity: 1
* net charge: 0

CARTESIAN COORDINATES (ANGSTROEM)
C (-0.269957, -0.403431, -0.224462)
C (-0.093683, 0.879294, 0.015564)
C (-0.677158, 3.941808, -0.830644)
O (-0.457883, 5.016706, -0.403892)
P (-1.372166, 2.204087, -0.456556)
S (-0.752462, 3.095699, -2.340239)
H (0.469030, -1.125500, 0.095268)
H (-1.134297, -0.795010, -0.732115)
H (0.786035, 1.254204, 0.533755)

Cartesian forces (eV/Å) of the 6 atoms listed first:
C -0.02 -0.20 0.05
C 0.02 2.12 -0.11
C 0.00 -1.38 0.14
O 0.19 0.35 0.25
P -0.09 -0.64 0.12
S 0.10 0.05 -0.28

---

No. 7
Here is 2 unconnected molecules or ions with the total composition C5H8N2 in a non-equilibrium geometry from the Open Molecules 2025 dataset. Energies are from ωB97M-V with the def2-TZVPD basis set.

Results
* highest occupied orbital energy: -7.53 eV
* lowest unoccupied orbital energy: 0.7 eV
* electronic energy: -8291.9542 eV
* energy relative to the best compared isomer or geometry (same formula, charge and spin): 293.5 kJ/mol
* multiplicity: 1
* net charge: 0

CARTESIAN COORDINATES (ANGSTROEM)
C (2.390628, 0.044413, -0.199583)
C (-2.564300, 1.119639, -0.499341)
C (-1.040968, -0.594021, 0.357403)
C (2.351056, 1.377142, 0.333585)
C (-0.782812, -2.036140, 0.209356)
N (2.420123, -1.019463, -0.615234)
N (-1.855526, 0.124597, -0.163487)
H (-2.303909, 1.715609, -1.356051)
H (-3.475731, 1.338631, 0.027747)
H (1.339398, 1.580641, 0.683406)
H (2.623836, 2.095137, -0.439209)
H (3.052130, 1.464725, 1.162846)
H (0.042913, -2.339175, 0.847149)
H (-0.526655, -2.258505, -0.826171)
H (-1.670177, -2.613229, 0.477583)

Cartesian forces (eV/Å) of the 6 atoms listed first:
C 0.04 -0.17 -0.05
C -0.84 0.44 -0.59
C 0.33 -0.11 0.24
C -0.06 0.59 0.22
C 0.00 -0.26 -0.01
N 0.01 -0.59 -0.25

---

What is the formula in the fifth record?
C3H10N2S